(1)
The following is a DFT calculation (wB97M-V/def2-TZVPD) of a cluster of 4 separate species, C33H40F4NO13 in total.

Last column: Mulliken charge in e.
Positions of all 91 atoms, in Å:
C -6.444 0.811 3.503  -0.617
O -5.409 1.343 2.703  -0.396
C -4.083 1.088 3.114  -0.594
C -3.397 0.063 2.215  -0.376
C -4.178 -1.249 2.125  -0.787
C -3.379 -2.414 1.506  -0.490
C -3.679 -3.789 2.139  -1.276
C -2.643 -4.273 3.176  -0.803
C -1.959 -3.133 3.947  -0.295
C -1.379 -3.576 5.291  0.788
C 0.002 -4.251 5.235  -0.885
C 0.725 -3.839 6.540  -0.667
N -0.337 -3.100 7.357  0.124
C -1.115 -4.016 8.267  0.472
F -1.026 -5.255 7.779  -0.239
F -2.390 -3.637 8.256  -0.265
C -0.558 -3.965 9.710  0.279
F -1.493 -4.454 10.526  -0.245
F 0.543 -4.735 9.748  -0.233
C -1.120 -2.409 6.238  -0.519
C -2.230 -1.456 6.644  -1.867
H -6.777 -0.167 3.135  0.226
H -6.134 0.716 4.550  0.268
H -7.293 1.498 3.462  0.261
H -4.053 0.751 4.162  0.281
H -3.534 2.037 3.067  0.365
H -2.391 -0.140 2.611  0.251
H -3.241 0.508 1.227  0.267
H -4.532 -1.514 3.131  0.470
H -5.078 -1.090 1.521  0.571
H -3.631 -2.475 0.441  0.508
H -2.309 -2.188 1.547  0.300
H -4.653 -3.727 2.640  0.420
H -3.794 -4.541 1.353  0.345
H -1.887 -4.912 2.705  0.367
H -3.158 -4.912 3.904  0.340
H -1.153 -2.708 3.338  0.529
H -2.682 -2.327 4.116  -0.301
H -2.075 -4.290 5.749  0.439
H 0.593 -3.913 4.383  0.336
H -0.073 -5.339 5.200  0.390
H 1.500 -3.093 6.350  0.455
H 1.188 -4.637 7.116  0.335
H 0.110 -2.396 7.946  0.476
H -0.292 -2.949 10.022  0.328
H -0.333 -1.821 5.746  0.446
H -2.340 -0.715 5.847  0.511
H -3.187 -1.960 6.773  0.391
H -1.980 -0.907 7.556  0.385
C -0.250 -0.851 -3.219  -0.944
C -0.857 -0.827 -2.024  0.362
C -0.229 -0.179 -0.813  0.920
O -0.881 -0.208 0.220  -0.395
C 1.074 0.427 -0.941  -1.319
C 1.686 0.407 -2.136  0.457
C 1.054 -0.235 -3.351  1.152
O 1.701 -0.187 -4.379  -0.646
O 2.870 0.939 -2.367  -0.579
O -2.047 -1.360 -1.789  -0.638
H -0.693 -1.311 -4.091  0.497
H 1.515 0.888 -0.069  0.454
H 3.060 0.807 -3.318  0.364
H -2.243 -1.187 -0.848  0.257
C 0.967 3.411 -9.190  -1.183
C -0.155 2.718 -8.946  0.308
C -0.256 1.726 -7.810  1.163
O -1.330 1.167 -7.668  -0.650
C 0.898 1.509 -6.967  -0.868
C 2.020 2.203 -7.208  0.256
C 2.121 3.194 -8.345  0.961
O 3.196 3.751 -8.478  -0.644
O 3.122 2.106 -6.479  -0.531
O -1.263 2.832 -9.659  -0.571
H 1.052 4.118 -10.003  0.456
H 0.816 0.798 -6.158  0.609
H 3.750 2.776 -6.821  0.307
H -1.910 2.220 -9.258  0.372
C 7.158 6.808 -7.776  -0.917
C 6.042 6.103 -7.533  0.366
C 5.951 5.115 -6.391  1.079
O 4.872 4.571 -6.232  -0.646
C 7.118 4.885 -5.569  -1.132
C 8.235 5.584 -5.820  0.360
C 8.316 6.604 -6.934  1.055
O 9.377 7.187 -7.056  -0.624
O 9.355 5.461 -5.128  -0.574
O 4.944 6.193 -8.262  -0.542
H 7.234 7.518 -8.586  0.446
H 7.048 4.163 -4.767  0.440
H 9.988 6.091 -5.526  0.376
H 4.311 5.527 -7.925  0.316

E = -73839.0265 eV
Total charge = +1
HOMO = -10.56 eV
Orbital gap = 7.4 eV

***

(2)
The following is a DFT calculation (wB97M-V/def2-TZVPD) of a structure of composition C33H40IrN4O2P2.

Last column: Mulliken charge in e.
Positions of all 82 atoms, in Å:
Ir 14.225 9.995 11.843  1.648
C 17.653 9.064 12.496  -0.725
C 17.278 8.784 11.016  -1.049
P 15.857 9.658 10.239  0.325
C 16.690 11.133 9.557  0.798
C 16.459 12.456 10.008  -0.420
C 17.040 13.488 9.336  -0.338
C 17.896 13.302 8.236  -0.536
C 18.220 11.929 7.863  -0.585
C 17.675 10.933 8.571  -0.581
C 15.245 8.647 8.888  0.438
C 15.133 9.048 7.608  -0.056
C 14.319 8.383 6.682  -1.070
C 13.716 7.158 7.160  -0.524
C 13.864 6.720 8.481  -0.744
C 14.591 7.453 9.356  0.157
C 16.799 8.066 13.392  -1.618
P 14.946 8.650 13.673  1.135
C 14.060 6.985 14.134  0.656
C 13.714 5.956 13.185  -0.090
C 12.860 4.926 13.546  -0.513
C 12.409 4.732 14.802  -0.658
C 12.845 5.747 15.744  -0.376
C 13.618 6.961 15.395  -0.334
C 14.885 9.675 15.071  0.017
C 15.989 10.004 15.743  -0.278
C 15.872 10.944 16.758  -0.840
C 14.661 11.453 17.151  -0.409
C 13.462 10.939 16.662  -0.989
C 13.638 10.104 15.587  -0.287
H 17.545 10.107 12.849  0.229
H 18.767 8.914 12.525  0.532
H 17.163 7.676 10.934  0.526
H 18.119 9.182 10.458  0.658
H 15.716 12.696 10.700  0.533
H 16.644 14.475 9.696  0.414
H 18.124 14.159 7.639  0.480
H 18.835 11.752 6.996  0.488
H 17.921 9.898 8.304  0.507
H 15.620 9.993 7.302  0.320
H 14.193 8.700 5.652  0.508
H 13.185 6.577 6.409  0.430
H 13.427 5.747 8.711  0.447
H 14.702 7.117 10.393  -0.216
H 17.183 7.852 14.377  0.790
H 16.660 7.140 12.844  0.679
H 14.257 6.001 12.188  0.282
H 12.516 4.272 12.675  0.387
H 11.706 3.971 15.180  0.466
H 12.465 5.690 16.848  0.377
H 13.795 7.752 16.114  0.551
H 16.884 9.564 15.408  0.496
H 16.674 11.137 17.360  0.499
H 14.764 12.183 18.018  0.340
H 12.579 11.402 16.973  0.500
H 12.698 10.032 15.072  0.396
N 12.402 10.180 10.592  -0.711
C 11.896 11.637 10.688  0.620
C 12.356 12.407 9.418  -0.879
C 11.323 12.777 8.396  -1.167
C 10.387 13.886 8.912  -0.789
N 9.289 14.005 7.907  -0.110
C 8.443 15.042 7.923  0.624
N 7.563 15.213 6.921  -0.383
N 8.385 15.829 9.012  -0.329
C 12.382 12.282 11.984  -0.061
O 12.014 13.363 12.339  -0.523
O 13.382 11.562 12.735  -0.766
H 12.443 10.001 9.610  0.188
H 11.721 9.527 11.113  0.372
H 10.766 11.677 10.738  0.467
H 13.150 11.863 8.930  0.263
H 12.780 13.343 9.781  0.442
H 10.697 11.903 8.123  0.425
H 11.869 13.130 7.515  0.424
H 10.936 14.842 8.895  0.462
H 10.125 13.809 10.001  0.419
H 9.286 13.340 7.106  0.302
H 7.730 14.979 5.975  0.246
H 6.916 16.022 7.049  0.250
H 8.718 15.552 9.927  0.182
H 7.736 16.592 9.150  0.259

E = -66298.7173 eV
Total charge = +4
HOMO (alpha / beta) = -16.74 / -17.97 eV
Spin multiplicity = 6
Expectation value of S² = 8.799
Orbital gap (alpha / beta) = 6.1 / 3.7 eV

***

Calculated largest force on an atom in order - 0.64; 4.14 eV Å⁻¹